Record 1
ORCA calculation (the ωB97M-V functional and the def2-TZVPD basis) on a single C5H8N2O2 molecule at a distorted geometry.

Structure (XYZ):
```
17
Properties=species:S:1:pos:R:3
C 1.3268 0.5958 -0.8405
C -0.0957 0.9238 -0.5122
C -0.7254 -0.2810 1.6715
C -0.5387 -0.4189 0.1641
O -2.0369 -0.6613 -1.5260
O 2.3360 1.3802 -0.3741
N -1.3617 -1.2680 -0.4521
C 1.2001 -1.0412 -0.0110
N 1.8485 -1.9438 0.3149
H -2.4354 -1.4127 -1.9844
H 2.1114 1.7330 0.4955
H 1.5414 0.2545 -1.8480
H -0.1740 1.7604 0.1893
H -0.6845 1.1301 -1.4005
H -0.9498 -1.2549 2.0964
H 0.1810 0.0938 2.1485
H -1.5430 0.4103 1.8686
```

Properties
M in g/mol: 128.13
Kohn-Sham gap (alpha / beta) in eV: 8.00 / 7.80
E_HOMO (alpha / beta) in eV: -8.545 / -8.220
Total energy in eV: -12384.6233
Energy above the lowest of the compared OMol25 structures with the same formula, charge and spin in eV: 6.312



Record 2
ORCA calculation (the ωB97M-V functional and the def2-TZVPD basis) on a 2-piece molecular cluster, C5H9NO overall at a distorted geometry.

Structure (XYZ):
```
16
Properties=species:S:1:pos:R:3
C 2.4244 0.6856 -0.3083
O 1.0174 0.7811 -0.1530
C -0.7738 -0.0339 0.1217
C -1.3506 -0.6172 -1.1522
C -0.8860 -0.9274 1.3362
C -0.9837 1.3665 0.3325
N -0.6655 2.4798 0.3999
H 2.9555 1.1473 0.5508
H 2.8353 -0.3188 -0.4368
H 2.7274 1.2760 -1.1981
H -0.8523 -1.5622 -1.3767
H -1.2453 0.0725 -1.9891
H -2.4255 -0.8499 -1.0424
H -1.9387 -1.1651 1.5726
H -0.4461 -0.4555 2.2136
H -0.3923 -1.8787 1.1293
```

Properties
M in g/mol: 99.13
Kohn-Sham gap in eV: 8.70
E_HOMO in eV: -9.227
Total energy in eV: -8864.3162
Energy above the lowest of the compared OMol25 structures with the same formula, charge and spin in eV: 4.896



Record 3
ORCA calculation (the ωB97M-V functional and the def2-TZVPD basis) on C5H2O as an isolated structure at a distorted geometry.

Structure (XYZ):
```
8
Properties=species:S:1:pos:R:3
C -1.7585 -0.4164 -0.8876
C -0.9663 -1.1494 0.0685
C 2.6867 -0.2071 -0.5286
C -1.6489 0.5735 0.1434
C -0.2609 0.1087 0.2424
O 3.3057 -0.2440 0.4231
H 1.1334 0.1975 -0.0877
H -2.4912 1.1372 0.6265
```

Properties
M in g/mol: 78.07
Kohn-Sham gap in eV: 8.21
E_HOMO in eV: -8.802
Total energy in eV: -7255.5287
Energy above the lowest of the compared OMol25 structures with the same formula, charge and spin in eV: 4.979



Record 4
ORCA calculation (the ωB97M-V functional and the def2-TZVPD basis) on a 2-piece molecular cluster, C2H4F2OS overall at a distorted geometry.

Structure (XYZ):
```
10
Properties=species:S:1:pos:R:3
C 1.7895 -0.1328 0.2985
C 0.4439 0.0388 -0.3275
O -2.0099 -0.8756 -0.6543
F -3.0880 1.1732 0.5983
F 0.2160 1.0462 -1.2031
S -0.7376 -1.1623 -0.0540
H 1.7774 -0.9997 1.0948
H 2.5394 -0.3131 -0.6069
H 2.2327 0.7691 0.9059
H -3.1634 0.4562 -0.0517
```

Properties
M in g/mol: 114.12
Kohn-Sham gap in eV: 9.09
E_HOMO in eV: -9.504
Total energy in eV: -20454.6761
Energy above the lowest of the compared OMol25 structures with the same formula, charge and spin in eV: 1.216



Record 5
ORCA calculation (the ωB97M-V functional and the def2-TZVPD basis) on a 4-piece molecular cluster, C42H57NO8S overall at a distorted geometry.

Structure (XYZ):
```
109
Properties=species:S:1:pos:R:3
C 2.5216 6.6223 4.4404
C 2.1669 7.6096 3.3128
C 0.7302 7.4929 2.8028
C 0.3757 6.0925 2.2678
C -0.5270 5.3227 3.2580
C -2.0330 5.4947 2.9328
C -2.6824 4.2317 2.3752
C -2.0648 3.7554 1.0370
C -1.5434 2.3232 1.1475
C -0.5656 1.9138 0.0427
C -1.1427 2.1028 -1.3801
C -1.2312 0.8272 -2.2329
N -1.8866 1.2613 -3.4950
C -0.8848 1.6003 -4.4215
O -1.0553 2.1021 -5.5156
C 0.4861 1.1889 -3.8562
S 1.4928 2.6564 -3.4012
C 0.0690 0.1970 -2.7441
C 1.1839 -0.1623 -1.7387
C 2.5546 -0.3125 -2.3646
O 3.5771 -0.1081 -1.7304
C -0.2390 -1.1317 -3.5202
C -1.4524 -1.9425 -3.0530
C -1.3024 -2.5723 -1.6619
C -0.2088 -3.6537 -1.5819
C 0.5491 -3.6382 -0.2346
C 2.0720 -3.7976 -0.3242
C 2.5438 -4.8540 -1.3186
H 3.5655 6.3284 4.3604
H 1.9281 5.7145 4.3845
H 2.3565 7.0899 5.4077
H 2.3233 8.6278 3.6669
H 2.8536 7.4480 2.4819
H 0.0316 7.7794 3.5902
H 0.6180 8.2411 2.0162
H 1.2932 5.5280 2.1036
H -0.1453 6.2191 1.3227
H -0.3482 5.7032 4.2548
H -0.3215 4.2513 3.2303
H -2.5405 5.7739 3.8576
H -2.1867 6.3278 2.2457
H -3.7466 4.4386 2.2529
H -2.6190 3.4399 3.1242
H -1.2751 4.4408 0.7427
H -2.8700 3.7889 0.3061
H -0.9957 2.2534 2.0912
H -2.3732 1.6200 1.2386
H -0.2799 0.8822 0.2234
H 0.2959 2.5761 0.1441
H -0.6539 2.9119 -1.9107
H -2.1750 2.4263 -1.2553
H -1.9098 0.1882 -1.6754
H -2.4865 0.5779 -3.9424
H 1.1087 0.6862 -4.5856
H 1.7231 2.4031 -2.1064
H 0.9547 -1.1442 -1.3229
H 1.3102 0.5427 -0.9262
H 2.6207 -0.6559 -3.4126
H 0.6201 -1.7963 -3.4727
H -0.3804 -0.9405 -4.5871
H -1.5652 -2.7699 -3.7596
H -2.3874 -1.3862 -3.0977
H -2.2532 -3.0427 -1.4110
H -1.1311 -1.7854 -0.9282
H 0.4749 -3.5845 -2.4247
H -0.6961 -4.6232 -1.6659
H 0.3188 -2.7255 0.3159
H 0.1689 -4.4589 0.3693
H 2.4047 -4.1195 0.6655
H 2.5683 -2.8450 -0.5118
H 2.3724 -4.5266 -2.3418
H 2.0658 -5.8182 -1.1462
H 3.6198 -5.0027 -1.2238
O 1.4599 -3.8298 -9.6735
C 1.6117 -3.6653 -8.4843
C 1.4119 -4.7780 -7.5205
C 1.5768 -4.5959 -6.2134
C 1.9690 -3.2756 -5.6659
O 2.1157 -3.1119 -4.4714
C 2.1689 -2.1629 -6.6250
C 2.0037 -2.3427 -7.9324
H 1.1268 -5.7327 -7.9435
H 1.4355 -5.3908 -5.4917
H 2.4546 -1.2074 -6.2023
H 2.1440 -1.5457 -8.6514
O 1.1913 -11.7827 2.0133
C 1.0015 -10.6859 1.5372
C 1.3317 -10.3936 0.1190
C 1.1244 -9.1880 -0.4030
C 0.5531 -8.0857 0.4090
O 0.3636 -6.9866 -0.0686
C 0.2241 -8.3757 1.8260
C 0.4307 -9.5811 2.3489
H 1.7466 -11.2124 -0.4546
H 1.3586 -8.9522 -1.4334
H -0.1898 -7.5560 2.3994
H 0.1973 -9.8158 3.3795
O -4.3157 1.9222 8.3307
C -3.6588 2.8218 7.8554
C -4.1416 4.2259 7.8813
C -3.4211 5.2132 7.3566
C -2.1035 4.9526 6.7261
O -1.4460 5.8494 6.2446
C -1.6200 3.5498 6.6989
C -2.3406 2.5623 7.2228
H -5.1044 4.3925 8.3470
H -3.7537 6.2434 7.3624
H -0.6576 3.3841 6.2309
H -2.0084 1.5320 7.2147
```

Properties
M in g/mol: 735.98
Kohn-Sham gap in eV: 7.29
E_HOMO in eV: -9.120
Total energy in eV: -73180.0982
SMILES string: CCCCCCCCCCC[C@H]1NC(=O)[C@@H](S)[C@]1(CC=O)CCCCCCC.O=C1C=CC(=O)C=C1.O=C1C=CC(=O)C=C1.O=C1C=CC(=O)C=C1



Record 6
ORCA calculation (the ωB97M-V functional and the def2-TZVPD basis) on C24H27OSi as an isolated structure at a distorted geometry.

Structure (XYZ):
```
53
Properties=species:S:1:pos:R:3
C -4.1407 0.8220 2.1372
Si -3.2257 -0.5015 1.1808
C -2.3415 -1.6731 2.3312
C -4.4308 -1.4258 0.0937
C -1.7845 0.1849 0.1128
C -0.5693 0.6625 0.5403
O -2.2730 0.2263 -1.2020
C -1.4374 0.6321 -2.2469
C -0.1015 0.2514 -2.2678
C 0.7561 0.9248 -3.1353
C 0.2455 1.8894 -3.9998
C -1.1260 2.1523 -4.0566
C -2.0042 1.4777 -3.2070
H -4.7747 0.3899 2.9341
H -3.4466 1.5244 2.6263
H -4.8085 1.4107 1.4857
H -3.0583 -2.0882 3.0461
H -1.8961 -2.4938 1.7637
H -1.5560 -1.1546 2.8871
H -5.0899 -2.0760 0.6922
H -5.0745 -0.7422 -0.4787
H -3.8974 -2.0641 -0.6251
H -0.0230 1.3779 -0.1081
H -0.6481 1.0024 1.5964
H 0.2462 -0.4936 -1.5488
H 1.8215 0.6965 -3.1114
H 0.9329 2.4512 -4.6354
H -1.5124 2.8899 -4.7665
H -3.0851 1.6232 -3.2510
C 1.2092 -0.1377 1.1381
C 1.5497 -1.3208 0.3374
C 0.7068 -2.4622 0.4455
C 0.6585 -3.4046 -0.5751
C 1.5836 -3.3363 -1.6325
C 2.5796 -2.3619 -1.6145
C 2.6289 -1.4186 -0.5897
C 2.2840 0.8284 1.4774
C 2.5478 1.2155 2.8176
C 3.5537 2.1294 3.1200
C 4.3670 2.6552 2.1084
C 4.1232 2.2959 0.7754
C 3.0890 1.3999 0.4690
H 0.6033 -0.4206 2.0092
H 0.0484 -2.5622 1.3170
H -0.0708 -4.2100 -0.5301
H 1.5486 -4.0909 -2.4208
H 3.3368 -2.3641 -2.3987
H 3.4761 -0.7374 -0.5612
H 1.9372 0.8070 3.6222
H 3.7294 2.4358 4.1525
H 5.1860 3.3399 2.3481
H 4.7403 2.6906 -0.0268
H 2.8868 1.1530 -0.5758
```

Properties
M in g/mol: 359.56
Kohn-Sham gap in eV: 6.65
Total charge: +1
E_HOMO in eV: -11.849
Total energy in eV: -35242.8555
Energy above the lowest of the compared OMol25 structures with the same formula, charge and spin in eV: 2.789



> Number 4 is which compound?

C2H4F2OS



> Number 3 is which compound?

C5H2O



What did the fourth record say?
ORCA calculation (the ωB97M-V functional and the def2-TZVPD basis) on a 2-piece molecular cluster, C2H4F2OS overall at a distorted geometry.

Structure (XYZ):
```
10
Properties=species:S:1:pos:R:3
C 1.7895 -0.1328 0.2985
C 0.4439 0.0388 -0.3275
O -2.0099 -0.8756 -0.6543
F -3.0880 1.1732 0.5983
F 0.2160 1.0462 -1.2031
S -0.7376 -1.1623 -0.0540
H 1.7774 -0.9997 1.0948
H 2.5394 -0.3131 -0.6069
H 2.2327 0.7691 0.9059
H -3.1634 0.4562 -0.0517
```

Properties
M in g/mol: 114.12
Kohn-Sham gap in eV: 9.09
E_HOMO in eV: -9.504
Total energy in eV: -20454.6761
Energy above the lowest of the compared OMol25 structures with the same formula, charge and spin in eV: 1.216



> Which value of M does entry 6 give?

359.56 g/mol